No. 1
# C3H3F2N3

2 unconnected molecules or ions with the total composition C3H3F2N3 (the ωB97M-V functional and the def2-TZVPD basis, OMol25).

Values from the calculation:
LUMO energy ... -0.0091 Eh
HOMO ... -10.21 eV
E_tot ... -479.9630 a.u.
Maximum force ... 5.012 eV/A

```
! wB97M-V def2-TZVPD RIJCOSX def2/J DEFGRID3
* xyz 0 1
C -1.750 -0.040 0.419
C -1.549 -0.072 -0.990
C 1.672 -0.003 0.339
N -0.525 0.000 1.011
N -0.229 0.083 -1.253
N 0.271 0.116 -0.009
F 2.516 -0.285 -0.631
F 1.836 -0.895 1.270
H -2.698 -0.346 0.818
H -2.110 0.005 -1.882
H 2.564 1.437 0.908
*
```



No. 2
# C3H3F2NO3

C3H3F2NO3 in the gas phase (the ωB97M-V functional and the def2-TZVPD basis, OMol25).

Values from the calculation:
LUMO energy ... -0.0116 Eh
HOMO ... -10.95 eV
E_tot ... -596.1973 a.u.
Maximum force ... 4.155 eV/A

```
! wB97M-V def2-TZVPD RIJCOSX def2/J DEFGRID3
* xyz 0 1
C 1.705 0.335 -0.279
C 0.472 0.596 0.435
O 0.348 1.025 1.529
C -0.832 0.085 -0.299
F -1.634 1.193 -0.364
F -0.726 -0.331 -1.583
N -1.564 -0.961 0.447
O -2.692 -1.015 0.201
O -0.885 -1.602 1.218
H 2.483 0.864 0.179
H 1.635 0.530 -1.350
H 1.689 -0.720 -0.134
*
```



No. 3
# C3H3F2O3P

2 unconnected molecules or ions with the total composition C3H3F2O3P (the ωB97M-V functional and the def2-TZVPD basis, OMol25).

Values from the calculation:
LUMO energy (spin up / spin down) ... 0.2500 / 0.2516 Eh
HOMO (spin up / spin down) ... 0.35 / -0.42 eV
E_tot ... -882.8157 a.u.
Maximum force ... 3.855 eV/A

```
! wB97M-V def2-TZVPD RIJCOSX def2/J DEFGRID3
* xyz -2 1
C 2.400 0.723 -0.366
C 1.693 -0.188 -1.054
C -0.824 -0.854 0.053
O -1.419 1.585 1.052
O -3.060 0.684 -0.760
O -2.784 -0.550 1.474
F -1.208 -2.187 -0.343
F -0.070 -1.057 1.153
P -2.241 0.458 0.533
H 3.452 0.889 -0.414
H 1.865 1.579 0.136
H 2.197 -1.082 -1.464
*
```



No. 4
# C3H3F3

2 unconnected molecules or ions with the total composition C3H3F3 (the ωB97M-V functional and the def2-TZVPD basis, OMol25).

Values from the calculation:
LUMO energy ... -0.0139 Eh
HOMO ... -9.23 eV
E_tot ... -415.5010 a.u.
Maximum force ... 2.450 eV/A

```
! wB97M-V def2-TZVPD RIJCOSX def2/J DEFGRID3
* xyz 0 1
C 0.128 0.491 0.269
C -2.077 -0.963 0.223
C 1.478 -0.001 0.283
F 0.074 1.550 -0.557
F -2.926 0.073 0.410
F -2.095 -1.089 -1.109
H 2.109 0.914 0.505
H 1.556 -0.067 -0.833
H 1.753 -0.908 0.811
*
```



No. 5
# C3H3F3O2

C3H3F3O2 in the gas phase (the ωB97M-V functional and the def2-TZVPD basis, OMol25).

Values from the calculation:
LUMO energy ... 0.0325 Eh
HOMO ... -11.52 eV
E_tot ... -566.1417 a.u.
Maximum force ... 4.946 eV/A

```
! wB97M-V def2-TZVPD RIJCOSX def2/J DEFGRID3
* xyz 0 1
F 2.545 0.814 -0.768
C 1.729 0.042 -0.070
F 1.877 0.509 1.198
F 2.232 -1.193 -0.013
O 0.527 0.036 -0.577
C -0.579 -0.129 0.304
C -1.863 0.097 -0.289
O -1.408 -1.245 0.066
H -0.330 0.205 1.191
H -2.717 0.397 0.250
H -2.014 0.467 -1.292
*
```



No. 6
# C3H3F3S

2 unconnected molecules or ions with the total composition C3H3F3S (the ωB97M-V functional and the def2-TZVPD basis, OMol25).

Values from the calculation:
LUMO energy (spin up / spin down) ... -0.0624 / -0.0715 Eh
HOMO (spin up / spin down) ... -9.37 / -8.97 eV
E_tot ... -813.6817 a.u.
Maximum force ... 5.474 eV/A

```
! wB97M-V def2-TZVPD RIJCOSX def2/J DEFGRID3
* xyz 0 1
C 1.649 1.006 -0.333
C 0.638 1.709 -0.782
C -1.416 -1.413 0.569
F 1.512 -0.306 0.013
F 2.982 1.255 -0.361
F 0.553 2.918 -1.212
S -2.378 0.031 0.120
H -0.904 -1.281 1.430
H -0.681 -1.700 -0.326
H -1.955 -2.218 0.882
*
```



maximum force of number 1 (C3H3F2N3)? 5.012 eV/A



Which of these has the highest maximum force? C3H3F3S



Among the records above, which one has the highest maximum force? C3H3F3S